Record 1
Below is a 5-piece molecular cluster, C19H24F24O5S2 overall at a distorted geometry, with properties calculated with ωB97M-V/def2-TZVPD.

Output
E_HOMO (eV): -9.0
LUMO energy (eV): 0.114
HOMO-LUMO gap (eV): 9.103

Positions of all 74 atoms, in Å:
C  5.15382  -6.52968  -2.48517
C  6.35026  -5.68427  -2.17916
C  7.54348  -6.12018  -3.03191
F  7.66317  -7.43969  -3.24700
F  7.38344  -5.72100  -4.29012
F  6.23984  -4.32244  -2.32292
F  6.61284  -5.80845  -0.89658
O  3.91576  -5.87234  -2.24393
C  3.17996  -5.39577  -3.35538
C  1.95650  -4.57422  -2.86321
F  1.27326  -4.27941  -3.86393
F  1.24811  -4.92305  -1.85354
F  3.97248  -4.62932  -4.02795
F  2.89506  -6.44486  -4.11940
H  5.19895  -7.46663  -1.93003
H  5.15556  -7.02581  -3.45572
H  8.47650  -5.68979  -2.66812
H  2.23781  -3.54544  -2.63829
C  -3.13391  6.73226  2.15525
C  -2.15892  5.78399  1.49853
C  -1.96531  6.24516  0.12392
F  -1.39359  7.46810  0.15561
F  -1.19935  5.39019  -0.65339
F  -1.08354  5.63033  2.27946
F  -2.74589  4.56888  1.53236
O  -4.54526  6.57979  1.60218
C  -5.26592  7.74569  1.86294
C  -6.74779  7.53366  1.27237
F  -7.33659  6.30222  1.43221
F  -7.64888  8.41019  1.79464
F  -5.46051  8.08878  3.16659
F  -4.73223  8.73920  1.15755
H  -2.67852  7.71530  2.03550
H  -3.24257  6.52938  3.22068
H  -2.95432  6.34367  -0.32359
H  -6.83094  7.73715  0.20476
C  -5.00276  -3.33885  1.29350
C  -5.29810  -4.02347  2.62995
C  -4.34145  -5.21505  2.75251
F  -4.75791  -6.32900  2.06515
F  -3.05588  -4.90728  2.54460
F  -5.03446  -3.17811  3.64060
F  -6.64585  -4.32361  2.57919
O  -4.97260  -4.17040  0.09342
C  -5.58294  -3.71584  -1.06507
C  -7.06842  -4.20893  -1.02482
F  -7.73355  -3.83199  0.09050
F  -7.79049  -3.96947  -2.21474
F  -5.36722  -2.37747  -1.26187
F  -4.79514  -4.36148  -1.89116
H  -4.01706  -2.87389  1.31100
H  -5.66051  -2.51289  1.02287
H  -4.38455  -5.57104  3.78185
H  -6.99276  -5.24531  -0.69574
C  5.19581  4.34472  -1.23344
S  5.77857  5.11752  0.31981
O  6.98799  4.25441  0.60348
C  6.42544  6.76191  -0.20841
H  6.04974  4.12705  -1.87495
H  4.64634  5.16076  -1.70274
H  4.72144  3.36400  -1.19811
H  5.91286  7.28419  -1.01623
H  7.47189  6.57402  -0.44876
H  6.52614  7.42277  0.65254
C  1.06072  -0.38755  1.47982
S  2.56091  -1.22202  2.17880
O  3.03455  -1.99587  0.92036
C  3.53679  0.26751  2.13923
H  1.20813  0.12435  0.52886
H  0.74645  0.32270  2.24461
H  0.20815  -1.06586  1.51314
H  4.06134  0.33666  3.09221
H  2.81161  1.07228  2.01861
H  4.22397  0.21884  1.29453

Record 2
Below is C38H51BrIN10O5PSi2 as an isolated structure at a distorted geometry, with properties calculated with ωB97M-V/def2-TZVPD.

Output
Energy relative to the best compared isomer or geometry (same formula, charge and spin) (kJ/mol): 354.6
E_HOMO (eV): -8.0
LUMO energy (eV): -1.224
HOMO-LUMO gap (eV): 6.792

Positions of all 109 atoms, in Å:
C  -0.09170  3.16852  1.93931
C  0.48316  3.31537  0.37529
C  -0.05321  4.62048  -0.45905
N  1.37552  2.36824  -0.06119
Si  0.61245  1.14217  -1.13335
I  -1.83534  1.59167  -1.55439
O  1.33534  0.99581  -2.73002
Si  3.03959  1.44670  -2.73099
C  3.27628  3.37431  -2.49630
C  4.14438  3.77197  -1.16373
O  4.21067  5.09522  -0.84799
Br  5.11961  2.51965  0.05158
N  3.63739  1.09783  -4.43047
C  2.50133  1.01920  -5.24608
O  1.39396  0.50356  -5.83457
P  0.65186  -0.79912  -0.05099
O  0.06494  -2.10514  -1.04512
O  2.22403  -1.13511  0.61795
H  0.13839  4.22531  2.43657
H  0.48933  2.36622  2.56326
H  -1.25441  3.03556  1.96713
H  -1.15784  4.50814  -0.87511
H  0.65545  4.99579  -1.31112
H  -0.11469  5.51469  0.32940
H  3.86125  0.64674  -1.83338
H  3.63597  3.91003  -3.48759
H  2.17264  3.78777  -2.30635
H  -0.21349  -1.74289  -1.93945
H  2.42289  -2.09142  0.34457
N  -3.47031  -2.21428  -2.81962
C  -4.67766  -2.61636  -2.31051
C  -5.65453  -2.29222  -3.22531
C  -5.01304  -1.67837  -4.32754
C  -3.66442  -1.64589  -4.05167
H  -2.57597  -2.32112  -2.35877
H  -4.73834  -3.09597  -1.34278
H  -6.71451  -2.47891  -3.11163
H  -5.48406  -1.30125  -5.22609
H  -2.82866  -1.26678  -4.62452
N  -3.78022  -3.84947  -8.17567
C  -4.35228  -3.43970  -6.99950
C  -5.67357  -3.82733  -7.01111
C  -5.90500  -4.49975  -8.23485
C  -4.71826  -4.50144  -8.93312
H  -2.81650  -3.69571  -8.44255
H  -3.77216  -2.90741  -6.25766
H  -6.39272  -3.64650  -6.22279
H  -6.83683  -4.93635  -8.57032
H  -4.46203  -4.90852  -9.90214
N  7.61748  -0.89963  -3.73129
C  8.82045  -0.55537  -3.17193
C  8.79663  0.79623  -2.90964
C  7.53255  1.28315  -3.31984
C  6.82367  0.21419  -3.82059
H  7.35602  -1.83010  -4.03046
H  9.58897  -1.29933  -3.01031
H  9.60217  1.36936  -2.46923
H  7.17734  2.30356  -3.25616
H  5.82549  0.15120  -4.23293
N  -6.74079  -4.53579  0.05998
C  -7.17851  -5.43260  -0.87953
C  -8.52809  -5.62654  -0.68656
C  -8.91922  -4.81356  0.40399
C  -7.79648  -4.14878  0.84385
H  -5.78811  -4.20983  0.15883
H  -6.49372  -5.85605  -1.60200
H  -9.16259  -6.28177  -1.26916
H  -9.91303  -4.72232  0.82292
H  -7.65853  -3.43639  1.64624
N  0.95263  1.62396  5.73708
C  0.49406  2.91555  5.73088
C  -0.28423  3.09628  6.85240
C  -0.29041  1.87228  7.56306
C  0.48360  0.98166  6.85339
H  1.54517  1.20985  5.02924
H  0.75879  3.59318  4.93028
H  -0.79163  4.01122  7.12944
H  -0.80365  1.66324  8.49278
H  0.73899  -0.05180  7.04602
N  2.24158  -0.34392  9.58065
C  3.52995  -0.61504  9.19970
C  4.03295  -1.57310  10.05136
C  3.00991  -1.89539  10.97480
C  1.91401  -1.12383  10.65914
H  1.62819  0.32607  9.13512
H  3.97786  -0.10326  8.35847
H  5.02871  -1.99521  10.01107
H  3.06629  -2.61350  11.78265
H  0.93220  -1.06223  11.10928
N  3.46874  2.88931  10.11973
C  4.67171  3.23357  10.67908
C  4.64789  4.58518  10.94137
C  3.38381  5.07209  10.53117
C  2.67493  4.00313  10.03042
H  3.20728  1.95885  9.82055
H  5.44022  2.48961  10.84070
H  5.45343  5.15830  11.38178
H  3.02859  6.09251  10.59485
H  1.67675  3.94015  9.61808
N  -0.98563  -0.30640  -8.80682
C  -2.19298  -0.70847  -8.29771
C  -3.16985  -0.38434  -9.21250
C  -2.52836  0.22952  -10.31474
C  -1.17974  0.26200  -10.03887
H  -0.09129  -0.41323  -8.34597
H  -2.25366  -1.18808  -7.32998
H  -4.22983  -0.57102  -9.09883
H  -2.99938  0.60663  -11.21329
H  -0.34398  0.64111  -10.61172

Record 3
Below is C25H42NO7S4SiSm as an isolated structure at a distorted geometry, with properties calculated with ωB97M-V/def2-TZVPD.

Output
Spin multiplicity: 6
E_HOMO (alpha / beta) (eV): -8.0 / -8.0
LUMO energy (alpha / beta) (eV): -0.804 / -0.388
HOMO-LUMO gap (alpha / beta) (eV): 7.149 / 7.565
<S²>: 8.7598

Positions of all 81 atoms, in Å:
Sm  1.34744  -0.74757  0.23112
C  5.35080  -1.19077  0.32072
C  5.31187  -0.65062  -1.10360
S  3.65849  -0.63704  -1.82760
C  3.53291  1.03148  -2.49074
C  3.71046  2.17822  -1.50527
S  2.60335  2.12236  -0.06749
C  3.75267  2.36360  1.29693
C  4.86109  1.32774  1.43287
S  4.26428  -0.36837  1.50730
H  6.37249  -1.16162  0.70178
H  5.02087  -2.23016  0.35454
H  5.94147  -1.28545  -1.72804
H  5.72049  0.35662  -1.16917
H  2.53030  1.05209  -2.91996
H  4.24493  1.15080  -3.30923
H  3.51897  3.11499  -2.02931
H  4.73177  2.22879  -1.13109
H  3.11830  2.36853  2.18607
H  4.18451  3.36205  1.21381
H  5.41590  1.52941  2.35002
H  5.56953  1.41287  0.61158
O  -1.35158  -4.81497  5.31173
C  -1.43032  -4.18546  4.25932
O  -2.25040  -4.20455  3.31085
C  -0.31775  -3.22543  3.88664
C  -0.37961  -1.87628  4.24632
C  0.40881  -0.96759  3.59179
N  1.25783  -1.30266  2.59981
C  1.43927  -2.63214  2.39640
C  0.71205  -3.60821  3.03137
C  2.46247  -2.99981  1.33381
O  3.52145  -3.48479  1.63971
O  2.07894  -2.69666  0.09319
H  -1.08942  -1.53944  4.99064
H  0.34712  0.08649  3.82217
H  0.88023  -4.65059  2.79179
C  -0.49046  2.17117  2.11365
C  -1.20448  2.18625  0.77838
C  -0.90580  3.46190  0.00928
C  -2.70129  2.01462  0.99393
O  -0.68482  1.03836  0.03552
Si  -1.37093  0.35104  -1.34684
S  0.28693  -0.53815  -2.23618
O  -2.06212  1.54671  -2.20337
C  -2.94214  1.52728  -3.34924
C  -4.34593  1.77307  -2.82221
C  -2.86252  0.19043  -4.07379
C  -2.47349  2.65606  -4.24754
O  -2.57659  -0.63803  -0.88421
C  -2.60705  -1.89848  -0.17179
C  -3.83779  -1.86296  0.71593
C  -1.36423  -2.07891  0.70001
C  -2.70068  -3.01190  -1.19840
H  -0.73702  3.06363  2.69066
H  0.59546  2.15323  1.97704
H  -0.79570  1.29965  2.68954
H  -1.27813  4.31559  0.57966
H  -1.39347  3.45384  -0.96499
H  0.16762  3.58470  -0.13367
H  -3.07955  2.85238  1.58370
H  -2.91148  1.08960  1.53219
H  -3.24283  1.99336  0.04759
H  -4.62702  0.98303  -2.12326
H  -5.06768  1.78573  -3.64190
H  -4.39307  2.73255  -2.30334
H  -3.21169  -0.62479  -3.43681
H  -1.84028  -0.02829  -4.38845
H  -3.49543  0.22521  -4.96235
H  -2.51000  3.60531  -3.71041
H  -3.10897  2.73230  -5.13191
H  -1.44685  2.47907  -4.57211
H  -3.79389  -1.00437  1.38905
H  -3.89431  -2.76638  1.32555
H  -4.73756  -1.77479  0.10443
H  -1.16574  -1.14486  1.23845
H  -0.52735  -2.40359  0.07102
H  -1.53272  -2.85355  1.45431
H  -3.59546  -2.87834  -1.80844
H  -2.76091  -3.98101  -0.69927
H  -1.82454  -3.00359  -1.85021

What are the E_tot values for these records? In order: -117213.304 -168554.761 -111560.504 eV.